Density functional theory data (wB97M-V/def2-TZVPD) for 2 unconnected molecules or ions with the total composition C4H9BO.

Geometry as XYZ:
```
15
C4H9BO, DFT wB97M-V/def2-TZVPD
B -0.79 -0.18 -0.16
C 1.65 0.53 0.67
C 1.64 0.70 -0.84
C 0.30 0.81 -0.04
C -1.19 -1.71 -0.04
O -2.61 1.12 -0.15
H 1.70 -0.40 1.16
H 2.16 1.22 1.23
H 2.18 1.46 -1.26
H 1.91 -0.29 -1.21
H -0.12 1.87 0.23
H -2.17 -1.84 -0.41
H -1.08 -1.77 1.09
H -0.51 -2.20 -0.74
H -3.07 0.68 0.47
```

The value obtained for the molar mass is 83.927 g mol⁻¹. As for the energy above the lowest of the compared OMol25 structures with the same formula, charge and spin: 447.8 kJ/mol. The HOMO-LUMO gap comes out at 0.341 hartree. The calculation puts the LUMO energy at 0.4 eV. As for the spin multiplicity: 1. The value obtained for the electronic energy is -257.75458 Eh.



Density functional theory data (wB97M-V/def2-TZVPD) for a molecular structure, C22H32Cl2DyN3O3.

Geometry as XYZ:
```
63
C22H32Cl2DyN3O3, DFT wB97M-V/def2-TZVPD
O -0.59 -1.39 -2.35
C -0.78 -0.87 -3.46
C -1.35 -1.51 -4.68
C -1.65 -2.88 -4.85
H -1.45 -3.55 -4.02
C -2.20 -3.35 -6.07
H -2.45 -4.40 -6.20
C -2.44 -2.48 -7.14
H -2.78 -2.84 -8.12
C -2.13 -1.12 -6.97
H -2.32 -0.42 -7.79
C -1.59 -0.65 -5.78
H -1.34 0.40 -5.65
H -0.57 0.21 -3.56
C 2.76 0.36 -2.52
C 2.49 0.85 -1.18
H 3.65 0.78 -3.03
H 1.87 0.51 -3.16
H 2.86 -0.75 -2.43
C 2.90 1.69 -0.26
C 4.27 2.31 -0.01
H 2.16 2.10 0.44
H 4.90 2.36 -0.91
H 4.84 1.75 0.74
H 4.19 3.33 0.37
Dy 0.17 -0.34 -0.12
Cl 0.84 -2.80 -0.40
Cl -0.57 1.78 -1.44
C 2.51 -1.10 2.20
O 1.53 -0.38 1.89
N 3.13 -1.07 3.38
C 2.59 -0.33 4.52
C 4.30 -1.89 3.68
H 2.91 -1.83 1.47
H 1.67 0.18 4.23
H 3.34 0.39 4.88
H 2.40 -1.02 5.35
H 4.63 -2.42 2.78
H 4.08 -2.63 4.46
H 5.12 -1.27 4.06
H -1.00 4.45 3.75
H -3.44 4.51 2.47
C -0.65 4.13 2.77
C -2.82 4.16 1.64
N -1.68 3.37 2.09
H 0.23 3.49 2.86
C -1.43 2.15 1.56
O -0.32 1.58 1.51
H -3.45 3.57 0.97
H -2.32 1.67 1.13
H -0.41 5.03 2.20
H -2.48 5.06 1.09
C -3.87 -2.12 2.74
C -3.75 -2.36 1.37
C -2.63 -1.85 0.70
N -1.71 -1.09 1.33
C -1.80 -0.92 2.67
C -2.87 -1.42 3.42
H -4.74 -2.51 3.29
H -4.48 -2.94 0.79
H -2.41 -2.05 -0.36
H -0.97 -0.38 3.13
H -2.88 -1.26 4.50
```

The value obtained for the molar mass is 619.922 g mol⁻¹. The HOMO-LUMO gap (spin up / spin down) comes out at 0.170 / 0.166 hartree. The calculation puts the LUMO energy (spin up / spin down) at -0.1 / -0.1 eV. As for the spin multiplicity: 6. The value obtained for the electronic energy is -3052.99144 Eh.



Density functional theory data (wB97M-V/def2-TZVPD) for a molecular structure, C22H24F5InNO16.

Geometry as XYZ:
```
69
C22H24F5InNO16, DFT wB97M-V/def2-TZVPD
O -0.08 -1.43 -3.10
C -0.40 -0.41 -3.68
C -0.26 0.92 -3.13
In 1.72 1.79 -3.82
C 2.94 1.89 -1.94
C 4.15 1.23 -1.81
C 4.84 1.31 -0.60
C 4.27 2.04 0.43
N 3.12 2.72 0.33
C 2.48 2.63 -0.84
H -0.81 -0.47 -4.71
H -1.07 1.59 -3.39
H -0.22 0.82 -2.05
H 2.53 0.76 -5.01
H 1.47 3.43 -4.47
H 4.55 0.66 -2.64
H 5.78 0.80 -0.45
H 4.78 2.09 1.38
H 1.55 3.17 -0.92
C -2.11 -2.34 -0.84
C -2.83 -1.84 0.38
O -3.67 -2.93 0.72
C -3.07 -4.06 0.25
O -3.40 -5.16 0.57
O -2.08 -3.76 -0.60
F -3.60 -0.75 0.12
H -2.67 -2.14 -1.75
H -1.10 -1.95 -0.96
H -2.18 -1.62 1.23
C 3.79 5.67 1.54
C 2.70 6.56 2.08
O 3.18 6.86 3.39
C 4.54 6.78 3.36
O 5.25 7.20 4.21
O 4.95 6.17 2.24
F 1.51 5.93 2.18
H 3.63 4.62 1.79
H 3.93 5.75 0.46
H 2.57 7.50 1.54
C -4.34 2.05 1.19
C -3.08 2.37 1.97
O -2.07 2.22 0.99
C -2.64 2.46 -0.24
O -2.03 2.64 -1.23
O -3.99 2.47 -0.13
F -2.85 1.49 2.98
H -4.53 0.98 1.20
H -5.21 2.58 1.55
H -3.04 3.39 2.37
C -3.15 -7.77 -1.14
C -3.38 -7.42 -2.60
O -2.35 -8.13 -3.25
C -2.04 -9.22 -2.49
O -1.40 -10.14 -2.85
O -2.59 -9.09 -1.26
F -3.24 -6.09 -2.84
H -2.44 -7.10 -0.67
H -4.07 -7.80 -0.55
H -4.34 -7.74 -3.00
C 1.34 0.32 2.20
C 1.88 -0.22 3.50
O 0.88 -1.15 3.89
C 0.26 -1.58 2.76
O -0.46 -2.52 2.70
O 0.59 -0.80 1.71
F 1.99 0.73 4.47
H 0.66 1.16 2.37
H 2.12 0.62 1.51
H 2.84 -0.74 3.41
```

As for the total charge: -1. The value obtained for the molar mass is 768.233 g mol⁻¹. The HOMO-LUMO gap comes out at 0.287 hartree. The calculation puts the LUMO energy at 2.1 eV. As for the spin multiplicity: 1. The value obtained for the electronic energy is -2800.86481 Eh.



Density functional theory data (wB97M-V/def2-TZVPD) for 9 unconnected molecules or ions with the total composition C30H83N5O9.

Geometry as XYZ:
```
127
C30H83N5O9, DFT wB97M-V/def2-TZVPD
C -5.90 7.35 -1.20
C -7.16 6.51 -1.30
C -7.27 5.38 -0.27
O -8.25 7.41 -1.06
H -5.03 6.82 -1.59
H -5.70 7.61 -0.15
H -5.99 8.24 -1.81
H -7.26 6.15 -2.32
H -6.43 4.68 -0.35
H -8.29 5.00 -0.28
H -7.08 5.93 0.66
H -9.08 6.92 -1.12
C -7.66 10.85 -3.14
C -6.32 11.56 -2.96
C -5.17 10.64 -2.63
O -6.09 12.41 -4.08
H -8.47 11.55 -2.94
H -7.72 10.00 -2.45
H -7.72 10.46 -4.16
H -6.36 12.22 -2.10
H -5.23 10.32 -1.59
H -4.17 11.08 -2.70
H -5.06 9.81 -3.34
H -5.92 11.89 -4.88
C -7.98 5.68 -9.58
C -7.18 4.95 -8.52
C -5.86 5.61 -8.13
O -7.96 4.79 -7.32
H -8.95 5.20 -9.76
H -7.48 5.64 -10.54
H -8.16 6.71 -9.24
H -6.96 3.95 -8.89
H -5.96 6.70 -8.11
H -5.07 5.41 -8.86
H -5.54 5.38 -7.11
H -7.48 4.13 -6.80
C -4.78 2.44 -4.96
C -6.30 2.33 -4.92
C -6.90 3.59 -4.29
O -8.28 3.35 -4.16
C -8.96 4.49 -3.63
N -6.78 2.25 -6.33
H -4.32 3.13 -5.66
H -4.34 1.48 -5.24
H -4.47 2.65 -3.93
H -6.56 1.47 -4.32
H -6.80 4.49 -4.92
H -6.42 3.81 -3.33
H -10.03 4.36 -3.50
H -8.75 5.35 -4.27
H -8.49 4.64 -2.65
H -7.79 2.36 -6.28
H -6.59 1.36 -6.76
C -12.14 4.18 -6.18
C -11.82 4.36 -7.65
C -11.42 5.81 -7.96
O -11.46 5.92 -9.37
C -11.28 7.24 -9.82
N -10.75 3.43 -8.01
H -12.00 3.13 -5.92
H -13.13 4.51 -5.87
H -11.45 4.75 -5.55
H -12.71 4.10 -8.22
H -10.45 6.00 -7.46
H -12.08 6.55 -7.49
H -10.32 7.66 -9.54
H -12.13 7.87 -9.54
H -11.33 7.29 -10.91
H -9.85 3.76 -7.62
H -10.48 3.76 -8.95
C -2.13 9.89 -0.07
C -2.44 8.41 -0.19
C -2.14 7.89 -1.61
O -3.10 8.46 -2.48
C -2.85 8.04 -3.80
N -1.63 7.61 0.74
H -2.42 10.27 0.91
H -2.80 10.36 -0.79
H -1.08 10.08 -0.24
H -3.52 8.22 -0.09
H -2.26 6.79 -1.58
H -1.10 8.08 -1.88
H -3.19 6.99 -3.87
H -1.81 8.09 -4.13
H -3.47 8.57 -4.53
H -2.01 6.66 0.72
H -1.88 7.84 1.70
C -3.61 8.77 -7.15
C -4.65 9.78 -7.67
C -5.32 9.25 -8.92
O -6.28 10.20 -9.32
C -6.81 10.03 -10.62
N -5.57 10.21 -6.60
H -3.02 8.38 -7.98
H -4.02 7.91 -6.62
H -2.89 9.29 -6.52
H -4.08 10.70 -7.84
H -5.76 8.27 -8.76
H -4.56 9.14 -9.71
H -6.14 10.42 -11.40
H -7.79 10.50 -10.70
H -6.87 8.95 -10.82
H -6.23 9.43 -6.48
H -6.17 10.88 -7.09
C -14.34 7.48 -5.18
C -13.95 8.92 -4.87
C -12.46 9.12 -4.61
O -11.75 9.30 -5.82
C -10.36 9.25 -5.58
N -14.48 9.88 -5.86
H -14.08 6.93 -4.27
H -13.77 6.96 -5.95
H -15.41 7.38 -5.36
H -14.40 9.18 -3.90
H -12.09 8.24 -4.05
H -12.23 9.96 -3.95
H -10.06 8.37 -5.01
H -10.08 10.12 -4.97
H -9.72 9.39 -6.44
H -13.73 10.17 -6.49
H -15.08 9.34 -6.46
C -6.98 7.57 -4.69
O -7.58 7.61 -5.97
H -6.32 8.44 -4.62
H -7.74 7.76 -3.92
H -6.52 6.59 -4.53
H -7.75 6.73 -6.34
```

The value obtained for the molar mass is 658.020 g mol⁻¹. As for the SMILES: COC[C@H](C)N.COC[C@H](C)N.COC[C@H](C)N.COC[C@H](C)N.COC[C@H](C)N.CC(C)O.CC(C)O.CC(C)O.CO. The HOMO-LUMO gap comes out at 0.350 hartree. The calculation puts the LUMO energy at 0.4 eV. As for the spin multiplicity: 1. The value obtained for the electronic energy is -2143.60482 Eh.



Density functional theory data (wB97M-V/def2-TZVPD) for a molecular structure, C21H21F6N10O4RuS3.

Geometry as XYZ:
```
66
C21H21F6N10O4RuS3, DFT wB97M-V/def2-TZVPD
Ru -0.60 -0.82 -1.13
C 1.84 -2.66 1.82
C 0.72 -2.17 0.97
N 0.86 -1.21 0.12
N 2.05 -0.55 -0.05
C 2.19 0.30 -1.10
N 3.36 0.91 -1.22
S 0.95 0.58 -2.22
C -0.66 -2.69 1.05
C -1.06 -3.66 1.95
C -2.40 -4.03 1.99
C -3.30 -3.41 1.14
C -2.83 -2.45 0.25
N -1.55 -2.10 0.21
H 2.76 -2.71 1.24
H 1.65 -3.66 2.21
H 2.00 -2.00 2.68
H 2.74 -0.60 0.69
H 4.03 0.93 -0.48
H 3.48 1.56 -1.98
H -0.35 -4.12 2.62
H -2.73 -4.79 2.68
H -4.35 -3.67 1.14
H -3.48 -1.94 -0.44
F -4.94 -1.09 -4.29
C -4.15 -1.98 -3.73
F -4.67 -2.39 -2.58
F -3.96 -3.01 -4.53
S -2.51 -1.19 -3.41
O -2.68 -0.23 -2.31
O -1.98 -0.75 -4.65
N -1.70 -2.34 -2.65
S -0.35 -3.03 -3.18
O -0.14 -3.15 -4.57
O 0.65 -2.37 -2.32
C -0.57 -4.73 -2.48
F -0.71 -4.63 -1.15
F 0.50 -5.44 -2.75
F -1.65 -5.28 -3.00
C -0.93 0.32 2.30
C -1.05 1.19 1.10
N -1.25 0.83 -0.16
C -1.43 2.01 -0.90
C -1.27 3.06 -0.08
N -1.03 2.54 1.18
C -0.36 3.25 2.26
N 1.07 3.21 2.04
N 1.68 2.01 1.97
N 2.88 2.16 1.57
C 3.11 3.51 1.35
C 4.26 4.19 0.93
C 4.16 5.55 0.78
C 2.95 6.23 1.05
C 1.82 5.58 1.48
C 1.93 4.20 1.62
H -1.41 -0.63 2.12
H -1.44 0.79 3.14
H 0.12 0.18 2.59
H -1.67 1.98 -1.95
H -1.32 4.12 -0.27
H -0.59 2.78 3.21
H -0.69 4.28 2.28
H 5.18 3.66 0.74
H 5.02 6.12 0.46
H 2.92 7.31 0.93
H 0.91 6.13 1.71
```

As for the total charge: +2. The value obtained for the molar mass is 788.724 g mol⁻¹. As for the energy above the lowest of the compared OMol25 structures with the same formula, charge and spin: 0.0 kJ/mol. The HOMO-LUMO gap (spin up / spin down) comes out at 0.266 / 0.239 hartree. The calculation puts the LUMO energy (spin up / spin down) at -7.0 / -7.7 eV. As for the spin multiplicity: 2. The value obtained for the electronic energy is -3549.49838 Eh.



Density functional theory data (wB97M-V/def2-TZVPD) for a molecular structure, C17H23Br2F6N3OSTm.

Geometry as XYZ:
```
54
C17H23Br2F6N3OSTm, DFT wB97M-V/def2-TZVPD
Tm 0.20 -0.25 0.15
Br 2.05 1.69 -0.37
C -0.28 1.19 2.32
Br -1.77 0.13 3.03
H -0.55 2.24 2.51
H 0.55 0.96 3.00
S -0.93 -2.37 -1.50
C -0.36 -1.43 -2.81
C -0.51 -1.83 -4.16
C -0.04 -1.03 -5.17
C 0.61 0.17 -4.84
C 0.73 0.49 -3.51
N 0.25 -0.26 -2.51
H -1.01 -2.77 -4.35
H -0.15 -1.32 -6.20
H 1.01 0.81 -5.61
H 1.25 1.39 -3.20
C 3.77 -1.83 2.27
C 2.41 -2.08 1.61
O 1.64 -0.98 1.53
C 2.64 -2.67 0.16
F 2.37 -1.69 -0.75
F 3.90 -3.07 -0.07
F 1.85 -3.70 -0.15
C 1.66 -3.16 2.45
F 1.63 -2.80 3.75
F 2.25 -4.38 2.42
F 0.39 -3.31 2.06
H 4.34 -1.14 1.65
H 4.33 -2.76 2.40
H 3.59 -1.37 3.24
C -1.91 -1.03 1.46
H -2.96 -0.95 1.14
H -1.81 -2.04 1.86
C -1.14 2.80 -1.19
C -2.09 3.84 -1.83
N -3.49 3.43 -1.67
C -3.73 3.21 -0.24
C -2.86 2.03 0.28
N -1.90 1.62 -0.76
C -2.67 1.10 -1.91
C -3.70 2.16 -2.38
H -0.63 3.20 -0.31
H -0.38 2.48 -1.89
H -1.90 3.95 -2.90
H -1.98 4.83 -1.37
H -4.80 3.01 -0.10
H -3.49 4.13 0.29
H -3.48 1.16 0.52
H -2.31 2.31 1.17
H -3.15 0.17 -1.60
H -1.96 0.86 -2.70
H -4.72 1.84 -2.18
H -3.61 2.35 -3.45
```

As for the total charge: -1. The value obtained for the molar mass is 760.188 g mol⁻¹. As for the energy above the lowest of the compared OMol25 structures with the same formula, charge and spin: 155.5 kJ/mol. The HOMO-LUMO gap (spin up / spin down) comes out at 0.269 / 0.269 hartree. The calculation puts the LUMO energy (spin up / spin down) at 2.6 / 2.6 eV. As for the spin multiplicity: 3. The value obtained for the electronic energy is -8131.87325 Eh.